DFT (ωB97M-V with the def2-TZVPD basis set) results for an isolated molecule of C5H6O.

- HOMO energy: -8.589 eV
- Gap between HOMO and LUMO: 7.6 eV

The geometry in XYZ format:
```
12
Properties=species:S:1:pos:R:3:forces:R:3
H -1.34004 1.66947 0.88341 -0.01 -0.12 -0.11
C 1.82404 -0.47986 -0.14453 0.72 0.11 0.52
H 0.27761 -1.74301 -0.99712 0.04 0.13 0.07
O -0.23206 -0.51829 1.43405 0.10 0.08 -0.32
H 0.42034 -0.14587 -1.77629 0.03 -0.06 0.17
H 0.66160 -0.98731 1.48474 -0.06 0.01 0.03
C -0.29705 -0.07071 0.23264 -0.26 0.00 0.19
C -1.26374 1.02779 0.00365 0.08 0.04 -0.01
H -0.99234 1.60433 -0.88249 -0.02 -0.11 0.12
C 0.54149 -0.68697 -0.83174 -0.09 0.07 0.01
C 2.64582 -0.23887 0.77155 -0.66 -0.19 -0.67
H -2.24566 0.56930 -0.17786 0.12 0.01 0.00
```
Forces are in eV/Å.

Atomic partial charges in e from the Löwdin method, atoms 1 to 5: H 0.11; C -0.33; H 0.13; O 0.14; H 0.12


DFT (ωB97M-V with the def2-TZVPD basis set) results for an isolated molecule of C5H6O.

- HOMO energy: -8.916 eV
- Gap between HOMO and LUMO: 9.9 eV

The geometry in XYZ format:
```
12
Properties=species:S:1:pos:R:3:forces:R:3
H 2.81089 -0.85640 0.46755 0.04 0.21 -0.33
H 0.19020 2.15419 -0.36051 -0.11 -0.01 0.17
H -2.26347 0.92454 -0.24655 0.13 -0.19 0.02
C -0.32389 0.01279 0.01931 0.13 0.26 -0.30
C 0.62345 -1.08453 0.28108 0.68 0.44 -0.68
H -2.18132 -0.78203 -0.73350 0.05 0.06 0.07
O 1.76402 0.87957 0.02820 0.10 0.26 0.57
H 1.17629 -1.54300 -0.60755 -1.33 -1.76 0.23
C -1.82581 -0.05070 -0.00164 0.06 -0.05 -0.10
H -2.22206 -0.35501 0.97580 0.18 0.04 -0.19
C 0.42080 1.12843 -0.12172 -0.33 0.16 0.10
C 1.83090 -0.42785 0.29953 0.40 0.58 0.45
```
Forces are in eV/Å.

Atomic partial charges in e from the Löwdin method, atoms 1 to 5: H 0.13; H 0.13; H 0.08; C -0.28; C -0.06


DFT (ωB97M-V with the def2-TZVPD basis set) results for an isolated molecule of C5H6O.

- HOMO energy: -8.241 eV
- Gap between HOMO and LUMO: 8.8 eV

The geometry in XYZ format:
```
12
Properties=species:S:1:pos:R:3:forces:R:3
C -0.09117 -0.39034 1.32732 1.46 -0.62 0.75
C 0.93250 0.44167 1.32866 -0.47 0.27 -0.17
H 1.33528 -1.29911 -0.07814 0.56 0.34 -0.02
H 0.61896 -0.07368 -2.08208 -0.56 -0.07 0.26
C 0.81458 -0.36519 0.10985 0.23 -0.28 -0.36
O -2.11904 -0.56920 -1.33560 0.55 0.23 0.12
H -0.66853 -1.16081 1.80816 -0.41 0.46 0.20
H 1.13957 1.48868 1.45405 0.51 -0.09 0.65
C -1.20832 -0.03372 -0.77485 -1.03 0.54 1.10
H 0.32768 1.39856 -1.12525 0.07 -0.28 0.13
H -1.28222 0.25789 0.50903 -0.62 -0.36 -2.90
C 0.20071 0.30524 -1.14115 -0.30 -0.15 0.24
```
Forces are in eV/Å.

Atomic partial charges in e from the Löwdin method, atoms 1 to 5: C -0.11; C -0.03; H 0.12; H 0.12; C -0.29


DFT (ωB97M-V with the def2-TZVPD basis set) results for a structure of composition C5H6O.

- HOMO energy: -8.379 eV
- Gap between HOMO and LUMO: 9.4 eV

The geometry in XYZ format:
```
12
Properties=species:S:1:pos:R:3:forces:R:3
O -1.34831 1.39783 -0.29908 -0.05 0.04 -0.11
C 2.20708 0.83676 -0.35692 -0.09 -0.08 0.06
C -1.53148 0.25928 0.37391 -0.51 -0.09 -0.27
H -0.56671 0.21801 1.36692 0.65 -0.12 0.28
H -0.63567 -0.91638 -1.30080 0.06 0.07 0.14
H -0.88223 1.28866 -1.14451 0.08 -0.07 -0.03
H 0.46789 -1.26279 1.50906 -0.06 0.15 -0.22
C 0.21968 -0.54974 0.71943 0.36 0.02 0.09
H -1.37497 -1.90247 0.01319 0.08 0.18 -0.02
C -0.88650 -0.96165 -0.23833 -0.16 -0.04 -0.10
H 2.99410 1.42453 -0.78088 -0.18 -0.17 0.09
C 1.33712 0.16798 0.13802 -0.17 0.12 0.08
```
Forces are in eV/Å.

Atomic partial charges in e from the Löwdin method, atoms 1 to 5: O -0.01; C 0.12; C -0.19; H 0.13; H 0.12


DFT (ωB97M-V with the def2-TZVPD basis set) results for a cluster of 2 separate species, C5H6O2 in total.

- HOMO energy: -8.729 eV
- Gap between HOMO and LUMO: 8.8 eV

The geometry in XYZ format:
```
13
Properties=species:S:1:pos:R:3:forces:R:3
O -1.70412 1.10364 -0.24465 0.32 0.87 -1.57
C 2.20501 0.23010 -0.20281 -0.20 -1.54 -0.74
H -0.95953 0.13141 -1.91052 0.31 0.10 -0.57
H -0.78650 -0.83884 1.38029 0.33 -0.46 -0.92
C -0.17851 -1.06616 0.46306 -2.19 1.48 -0.69
H -1.63772 1.02996 0.70480 -0.11 -0.56 0.21
C 0.99955 -0.30263 0.40649 0.23 0.89 -0.56
C -1.43043 -0.02424 -0.97138 -0.95 -3.65 5.26
H 1.27942 1.77570 1.21825 -0.81 3.42 2.08
O 3.06385 -0.01618 -1.03117 -0.28 0.85 0.81
H -0.00713 -2.09028 0.26950 -0.41 -1.10 -0.36
H -2.25511 -0.85568 -0.81045 1.68 1.79 -1.11
C 1.41124 0.92320 0.72859 2.08 -2.08 -1.83
```
Forces are in eV/Å.

Atomic partial charges in e from the Löwdin method, atoms 1 to 5: O -0.07; C -0.36; H 0.08; H 0.10; C -0.01


DFT (ωB97M-V with the def2-TZVPD basis set) results for an isolated molecule of C5H6O2.

- HOMO energy: -8.257 eV
- Gap between HOMO and LUMO: 8.6 eV

The geometry in XYZ format:
```
13
Properties=species:S:1:pos:R:3:forces:R:3
C 1.55596 0.98060 -0.25303 -0.44 -0.20 0.16
C -0.55007 0.07617 0.53864 -0.04 0.11 -0.01
O 0.42085 -1.00108 0.45869 0.19 0.09 -0.08
O 2.51963 -1.25306 -0.12065 -0.03 0.21 -0.04
C -1.75418 -0.27439 -0.31697 -0.03 0.02 -0.02
C 0.26356 1.25945 0.07850 -0.01 0.13 -0.02
C 1.51736 -0.42712 0.02507 0.09 -0.18 -0.01
H -2.23295 -1.19297 0.03473 0.08 0.14 -0.04
H -0.21860 2.23733 0.03129 0.10 -0.16 0.01
H -2.48151 0.54166 -0.26033 0.09 -0.12 -0.02
H -0.83004 0.14528 1.59705 0.04 0.03 -0.13
H -1.45296 -0.40089 -1.36173 -0.04 0.03 0.16
H 3.24297 -0.69097 -0.45126 -0.01 -0.10 0.04
```
Forces are in eV/Å.

Atomic partial charges in e from the Löwdin method, atoms 1 to 5: C -0.01; C -0.33; O 0.07; O 0.16; C -0.03


DFT (ωB97M-V with the def2-TZVPD basis set) results for an isolated molecule of C5H6O2.

- HOMO energy: -9.880 eV
- Gap between HOMO and LUMO: 10.7 eV

The geometry in XYZ format:
```
13
Properties=species:S:1:pos:R:3:forces:R:3
C -0.22662 1.35907 -0.21163 0.98 0.61 0.10
H 3.58744 -0.96565 0.30579 -0.20 0.01 -0.07
H -1.66921 -1.43762 -0.49769 0.16 0.17 0.09
H -0.69796 -1.39010 0.99368 0.16 -0.03 -0.22
C -1.06456 -0.79804 0.15079 -0.04 -0.11 0.11
O -1.90705 0.24630 0.62603 -0.52 -0.41 0.77
O 0.07063 1.77957 0.88809 0.41 0.16 -0.90
H -1.36573 0.74036 1.28336 -0.98 -0.60 -0.21
C 1.44610 -0.47040 -0.27114 0.45 -0.18 0.12
C 0.08155 -0.09119 -0.63577 -0.02 0.12 0.08
C 2.58095 -0.74072 0.02666 -0.51 0.11 -0.10
H -0.06075 -0.20746 -1.71869 0.02 0.08 0.26
H -0.77481 1.97590 -0.93947 0.11 0.07 -0.03
```
Forces are in eV/Å.

Atomic partial charges in e from the Löwdin method, atoms 1 to 5: C -0.23; H 0.03; H 0.13; H 0.13; C -0.18


DFT (ωB97M-V with the def2-TZVPD basis set) results for a structure of composition C5H6O2.

- HOMO energy: -9.470 eV
- Gap between HOMO and LUMO: 9.0 eV

The geometry in XYZ format:
```
13
Properties=species:S:1:pos:R:3:forces:R:3
O 0.61061 1.14111 -1.88280 0.16 -0.48 0.56
C -0.35200 0.48200 0.52042 -0.12 0.04 0.14
H -1.61117 1.17041 -1.11725 -0.02 -0.07 0.15
H -2.36666 1.15096 0.48508 0.09 -0.11 -0.06
O -0.22503 -0.46370 1.38609 0.14 0.09 -0.09
C 1.79852 -1.46449 0.33690 0.17 0.13 -0.43
H -2.11384 -0.38245 -0.36853 0.09 0.11 0.00
H 0.11090 1.44777 0.79236 0.00 -0.11 -0.07
C 0.83410 0.35729 -1.02218 0.00 0.43 -0.59
C 1.70913 -0.65191 -0.64075 -0.18 -0.22 0.47
H 2.48335 -2.25357 0.61389 -0.10 0.10 -0.06
H 0.81186 -1.14153 1.08129 -0.22 0.13 0.04
C -1.68976 0.60812 -0.18451 -0.01 -0.04 -0.07
```
Forces are in eV/Å.

Atomic partial charges in e from the Löwdin method, atoms 1 to 5: O 0.13; C -0.37; H 0.07; H 0.09; O -0.08


DFT (ωB97M-V with the def2-TZVPD basis set) results for a structure of composition C5H6O2.

- HOMO energy (spin up / spin down): -7.313 / -7.314 eV
- Gap between HOMO and LUMO (spin up / spin down): 7.9 / 7.9 eV

The geometry in XYZ format:
```
13
Properties=species:S:1:pos:R:3:forces:R:3
H -0.20184 2.26432 -0.43014 0.05 -0.19 -0.02
C -0.36146 1.20069 -0.54027 0.03 0.19 -0.15
O 0.97906 -0.74745 0.93096 -0.07 -0.03 -0.11
C 0.86992 0.51282 1.38455 0.02 0.01 0.28
C 0.11853 -1.35040 0.16582 0.11 0.00 0.02
H 0.47126 -2.31442 -0.18550 -0.04 0.11 0.02
O -1.41952 0.54240 0.11648 -0.05 0.03 0.01
H 0.66880 0.01226 -2.17662 -0.17 0.04 0.09
H -0.08101 0.79905 1.80855 0.11 -0.01 -0.10
H 1.77429 0.78383 1.92132 -0.11 -0.03 -0.07
C -0.97095 -0.65163 -0.56962 -0.17 -0.34 -0.02
C -0.08845 0.21013 -1.43224 0.15 0.13 -0.01
H -1.76714 -1.29234 -0.95487 0.14 0.08 0.07
```
Forces are in eV/Å.

Atomic partial charges in e from the Löwdin method, atoms 1 to 5: H 0.12; C -0.14; O -0.07; C -0.03; C -0.07


DFT (ωB97M-V with the def2-TZVPD basis set) results for an isolated molecule of C5H6O2.

- HOMO energy (spin up / spin down): -7.660 / -8.040 eV
- Gap between HOMO and LUMO (spin up / spin down): 7.2 / 8.3 eV

The geometry in XYZ format:
```
13
Properties=species:S:1:pos:R:3:forces:R:3
C -0.02064 -0.67119 0.46108 -0.29 0.02 -0.17
H 0.25885 -0.80958 -1.70708 0.00 0.04 0.16
C -0.07306 1.52520 0.58515 -0.04 1.16 -0.70
O -0.12562 0.42477 1.25539 0.06 -1.19 0.87
H -0.17159 2.44982 1.13538 0.12 -0.13 -0.05
H -1.30642 -0.17351 -1.14767 0.15 -0.02 -0.04
H -0.04557 -1.97061 2.15394 -0.06 -0.02 -0.16
O -0.14069 -2.99639 0.38858 -0.02 0.13 0.06
C 0.32295 1.23014 -0.82410 0.09 0.16 0.05
H 1.43128 1.21432 -0.85041 -0.18 -0.01 -0.11
H -0.02968 1.94285 -1.57041 -0.03 -0.12 0.13
C -0.08544 -1.95998 1.04340 0.13 0.07 0.14
C -0.22073 -0.19866 -0.94410 0.07 -0.08 -0.17
```
Forces are in eV/Å.

Atomic partial charges in e from the Löwdin method, atoms 1 to 5: C -0.22; H 0.13; C -0.10; O 0.06; H 0.13


DFT (ωB97M-V with the def2-TZVPD basis set) results for a structure of composition C5H6O2.

- HOMO energy: -8.258 eV
- Gap between HOMO and LUMO: 9.3 eV

The geometry in XYZ format:
```
13
Properties=species:S:1:pos:R:3:forces:R:3
C 0.57951 0.61815 1.23914 0.13 0.27 -0.09
C 0.42681 -0.05166 -1.10546 -0.77 -0.06 0.51
H 1.60565 0.95525 1.42319 -0.08 0.17 -0.22
H -0.14119 -0.10831 -2.02504 1.46 0.44 -1.21
C -0.02473 1.03275 -0.10293 -0.05 0.24 0.21
C -0.99883 -0.68262 -0.58608 -0.58 -0.33 0.18
O 0.57965 -0.80931 1.18943 0.56 -0.11 0.02
O -1.39729 0.55324 -0.04747 -0.47 -0.01 0.77
H -1.73455 -1.24660 -1.15489 0.22 0.24 -0.10
C 0.27840 -1.19459 -0.11278 -0.19 -0.43 0.08
H 0.04428 2.10060 -0.32813 -0.07 -0.27 -0.09
H -0.06345 0.94847 2.06507 0.11 -0.07 -0.23
H 0.66239 -2.16702 -0.39309 -0.27 -0.09 0.19
```
Forces are in eV/Å.

Atomic partial charges in e from the Löwdin method, atoms 1 to 5: C -0.11; C 0.00; H 0.13; H 0.13; C -0.22


DFT (ωB97M-V with the def2-TZVPD basis set) results for an isolated molecule of C5H6O2.

- HOMO energy: -9.684 eV
- Gap between HOMO and LUMO: 10.3 eV

The geometry in XYZ format:
```
13
Properties=species:S:1:pos:R:3:forces:R:3
H -2.28620 -0.05336 1.64000 0.17 -0.05 -0.11
H 1.79773 1.35806 -1.49661 -0.02 -0.18 0.00
H 2.41800 0.90005 0.63833 0.13 -0.10 -0.12
O 2.17203 0.47438 -1.38915 -0.17 0.21 -0.05
C -1.81236 0.17798 -0.47977 -0.46 0.26 -0.04
H -2.20650 -1.63132 0.77887 0.08 0.28 -0.13
O -1.94994 1.37260 -0.53982 -0.24 -0.54 -0.01
C 2.07431 0.10128 -0.03094 0.21 -0.16 0.37
C 0.73187 -0.28667 0.41072 -0.20 -0.28 0.49
C -0.33647 -0.59325 0.88637 0.60 0.15 -0.28
H 2.72650 -0.76349 0.09684 0.14 0.11 0.00
C -1.79733 -0.61528 0.84014 -0.07 0.16 -0.09
H -1.53166 -0.44096 -1.35498 -0.16 0.14 -0.02
```
Forces are in eV/Å.

Atomic partial charges in e from the Löwdin method, atoms 1 to 5: H 0.12; H 0.09; H 0.13; O -0.05; C -0.29


For the records above, the corresponding relative energy (zero: lowest compared OMol25 entry of this formula, charge and spin) values read 4.973 2.637 4.522 5.090 5.262 2.578 3.145 4.251 5.984 2.896 4.370 2.851 eV.